DFT (ωB97M-V with the def2-TZVPD basis set) results for one molecule with the formula C5H4N2 in a non-equilibrium geometry.

Last column: Löwdin charge in e.
CARTESIAN COORDINATES (ANGSTROEM)
1 C -0.0335 2.3975 1.0481  0.1456
2 C -0.0781 1.3078 0.5216  -0.1017
3 C -0.2290 0.0095 -0.0507  -0.2330
4 C 0.7051 -1.0527 0.3011  -0.2330
5 N 1.1124 -1.9206 -0.5384  0.0969
6 N -0.6463 -0.6724 -1.9655  0.2343
7 C -1.2906 -0.1489 -1.0501  -0.2352
8 H 0.0327 3.3627 1.5076  0.0355
9 H 1.0253 -1.0202 1.3512  0.1196
10 H 1.6399 -2.6528 -0.0655  0.0521
11 H -2.2379 0.3900 -1.0594  0.1190

LUMO energy (alpha / beta): -1.26 / -0.28 eV
frontier orbital gap (alpha / beta): 7.80 / 8.17 eV
relative energy (zero: lowest compared OMol25 entry of this formula, charge and spin): 126.12 kcal per mole
largest force on an atom: 1.32 eV/A

=====

DFT (ωB97M-V with the def2-TZVPD basis set) results for an isolated ion of composition C3H7NO3P and charge -1 in a non-equilibrium geometry.

Last column: Löwdin charge in e.
CARTESIAN COORDINATES (ANGSTROEM)
1 C -0.8838 0.3722 0.4282  -0.2276
2 C 0.3277 0.6948 -0.4345  -0.4129
3 C -1.9709 -0.5512 -0.0298  -0.3035
4 N 1.2677 -0.3188 -0.3254  -0.2119
5 O 3.2493 1.4498 -0.0950  -0.3970
6 O 3.7384 -1.0521 0.1555  -0.3992
7 O -1.4859 -1.8802 -0.1887  -0.0958
8 P 2.7712 0.0384 -0.0769  0.3632
9 H -0.4663 0.0841 1.4530  0.1321
10 H -1.3200 1.2643 0.8698  0.0915
11 H 0.0676 0.8042 -1.5060  0.1108
12 H 0.5975 1.6827 -0.2877  0.0619
13 H -2.7006 -0.5826 0.7806  0.0879
14 H -2.6683 -0.0623 -0.7678  0.1180
15 H -0.5238 -1.9434 0.0248  0.0824

LUMO energy: 3.72 eV
frontier orbital gap: 8.42 eV
relative energy (zero: lowest compared OMol25 entry of this formula, charge and spin): 32.30 kcal per mole
net charge: -1
largest force on an atom: 3.16 eV/A

=====

DFT (ωB97M-V with the def2-TZVPD basis set) results for a 10-piece molecular cluster, C24H68O18S10 overall in a non-equilibrium geometry.

Last column: Löwdin charge in e.
CARTESIAN COORDINATES (ANGSTROEM)
1 O -12.1005 2.3046 -3.9611  -0.2963
2 S -10.7144 2.7421 -4.0043  0.6717
3 O -10.4797 4.0745 -4.5349  -0.2912
4 O -9.9121 2.5574 -2.5369  -0.2262
5 C -8.8768 3.4275 -2.2748  -0.3535
6 C -7.5937 3.1092 -2.9765  -0.0832
7 C -9.9353 1.5119 -5.0918  -0.1015
8 H -8.6374 3.2950 -1.2197  0.1235
9 H -9.0774 4.4987 -2.2971  0.1248
10 H -7.2707 2.0825 -2.8038  0.0858
11 H -6.8045 3.7556 -2.5925  0.0875
12 H -7.7394 3.2632 -4.0456  0.0657
13 H -8.8713 1.6979 -4.9452  0.0423
14 H -10.3904 1.6750 -6.0687  0.0788
15 H -10.1343 0.5325 -4.6566  0.0717
16 O -0.0409 -6.7452 5.1990  -0.2852
17 S -0.1385 -5.3648 4.7915  0.6560
18 O -0.3005 -4.3491 5.8180  -0.2988
19 O 1.0842 -4.9641 3.6805  -0.2738
20 C 1.8415 -6.0641 3.1304  -0.2720
21 C 1.0571 -6.7855 2.0526  -0.0866
22 C -1.5481 -5.0970 3.6954  -0.1124
23 H 2.2696 -6.6447 3.9475  0.1176
24 H 2.6652 -5.5932 2.5939  0.1194
25 H 1.7345 -7.4669 1.5379  0.0802
26 H 0.6411 -6.0733 1.3400  0.0867
27 H 0.2818 -7.4496 2.4344  0.0694
28 H -2.3602 -5.3289 4.3845  0.0690
29 H -1.4566 -5.8483 2.9110  0.0523
30 H -1.5541 -4.0827 3.2964  0.0779
31 O 8.9111 -0.3575 0.6746  -0.3102
32 S 9.4203 0.8877 1.2545  0.6835
33 O 8.9846 1.3231 2.5674  -0.2902
34 O 11.0630 0.8928 1.2319  -0.2766
35 C 11.7447 0.3207 0.1460  -0.2926
36 C 13.2562 0.6885 0.3689  -0.0511
37 C 9.1494 2.2729 -0.0672  -0.0787
38 H 11.4722 0.9119 -0.7283  0.0973
39 H 11.6498 -0.7343 -0.1110  0.1236
40 H 13.8683 0.3648 -0.4729  0.0750
41 H 13.5491 0.1895 1.2926  0.0779
42 H 13.2984 1.7775 0.3901  0.0757
43 H 9.7586 3.1311 0.2164  0.0577
44 H 8.1296 2.6555 -0.0274  0.0603
45 H 9.5126 1.8606 -1.0085  0.0483
46 O 4.2983 1.9409 -6.7582  -0.3235
47 S 3.9168 2.1583 -8.1742  0.6651
48 O 4.2903 1.2513 -9.2252  -0.2831
49 O 2.3056 2.4158 -8.1332  -0.2918
50 C 1.4339 1.3113 -8.3202  -0.2543
51 C 1.1074 1.2561 -9.8434  -0.0648
52 C 4.4329 3.8958 -8.5598  -0.0980
53 H 0.5284 1.5965 -7.7846  0.1177
54 H 1.7783 0.3974 -7.8362  0.1220
55 H 0.2418 0.6154 -10.0119  0.0695
56 H 1.8195 0.7483 -10.4940  0.0683
57 H 0.9427 2.2817 -10.1736  0.0800
58 H 5.4129 3.9819 -9.0292  0.0667
59 H 4.4287 4.4414 -7.6162  0.0648
60 H 3.7325 4.2859 -9.2983  0.0613
61 C -2.3306 3.0410 9.6449  -0.2407
62 S -2.3642 4.0881 8.0664  0.8480
63 O -1.3311 3.5256 7.0354  -0.6052
64 C -4.0466 3.4683 7.4781  -0.2614
65 H -1.4687 3.3831 10.2177  0.0409
66 H -2.3240 1.9868 9.3678  0.0520
67 H -3.2329 3.3108 10.1937  0.0387
68 H -4.0510 2.3924 7.3035  0.0490
69 H -4.2812 3.9072 6.5083  0.0375
70 H -4.8535 3.7601 8.1504  0.0413
71 C 1.1919 0.5769 -0.9199  -0.2548
72 S -0.6297 0.2380 -0.8880  0.8398
73 O -0.6962 -1.2890 -0.9111  -0.5964
74 C -0.8253 0.8564 0.8843  -0.2647
75 H 1.5525 0.3413 -1.9212  0.0501
76 H 1.5812 0.0076 -0.0758  0.0482
77 H 1.4002 1.5848 -0.5609  0.0457
78 H -1.8163 0.8425 1.3379  0.0410
79 H -0.7427 1.9432 0.8964  0.0386
80 H -0.1084 0.4990 1.6236  0.0525
81 C -6.7320 -5.7832 -1.9249  -0.2271
82 S -8.6077 -6.2793 -2.0634  0.8518
83 O -8.6564 -7.7830 -1.6413  -0.6018
84 C -9.1019 -5.2802 -0.5744  -0.2741
85 H -6.2541 -6.4557 -1.2126  0.0463
86 H -6.5631 -4.7179 -1.7672  0.0387
87 H -6.2342 -6.0046 -2.8689  0.0288
88 H -8.5312 -5.7341 0.2359  0.0481
89 H -10.1493 -5.4039 -0.2992  0.0440
90 H -8.9525 -4.2151 -0.7517  0.0452
91 C 4.2684 -0.8808 10.6740  -0.2744
92 S 4.6338 0.6604 9.6992  0.8360
93 O 3.8902 1.8598 10.3194  -0.5885
94 C 3.5786 0.0787 8.2732  -0.2514
95 H 3.2070 -1.1271 10.7059  0.0507
96 H 4.5877 -0.7180 11.7034  0.0405
97 H 4.8842 -1.7419 10.4145  0.0482
98 H 3.5701 0.7688 7.4296  0.0471
99 H 2.5989 0.0749 8.7511  0.0444
100 H 3.9600 -0.8931 7.9599  0.0475
101 C 0.4923 9.0730 1.5594  -0.2630
102 S 0.8121 10.7006 0.7093  0.8631
103 O 0.4911 10.3655 -0.8129  -0.6096
104 C -0.6757 11.5139 1.5315  -0.2560
105 H -0.3943 8.6400 1.0962  0.0521
106 H 0.3100 9.1892 2.6278  0.0419
107 H 1.3284 8.3977 1.3780  0.0445
108 H -0.5569 11.2526 2.5830  0.0331
109 H -1.5394 11.0739 1.0332  0.0490
110 H -0.8701 12.5849 1.4731  0.0448
111 C 0.2757 -6.9608 -5.2843  -0.2627
112 S 0.4475 -8.6253 -6.0432  0.8289
113 O 1.9032 -8.9931 -5.7419  -0.5803
114 C -0.5570 -9.5118 -4.8282  -0.2871
115 H -0.7523 -6.6028 -5.3405  0.0457
116 H 0.8450 -6.2099 -5.8321  0.0487
117 H 0.6140 -7.0621 -4.2531  0.0523
118 H -1.5973 -9.1887 -4.8655  0.0506
119 H -0.2244 -9.3700 -3.7999  0.0536
120 H -0.4476 -10.5886 -4.9571  0.0503

LUMO energy: 0.03 eV
frontier orbital gap: 8.92 eV
relative energy (zero: lowest compared OMol25 entry of this formula, charge and spin): 143.01 kcal per mole
largest force on an atom: 3.95 eV/A

=====

DFT (ωB97M-V with the def2-TZVPD basis set) results for a 2-piece molecular cluster, C3H10N3 overall in a non-equilibrium geometry.

Last column: Löwdin charge in e.
CARTESIAN COORDINATES (ANGSTROEM)
1 C 1.5039 1.1335 -2.1561  -0.0061
2 C 0.2238 1.5402 -2.0914  -0.1286
3 C -0.5007 0.4175 1.4278  -0.0322
4 N -0.2287 -1.9153 2.0501  0.0616
5 N -0.4856 -0.4780 2.3881  -0.0302
6 N -0.4937 -0.1390 0.0560  0.1321
7 H 1.5726 0.2671 -2.8905  0.1010
8 H 2.3959 1.5453 -1.6802  0.0832
9 H -0.1717 2.4152 -1.6268  0.0676
10 H -0.5604 1.1296 -2.7744  0.0960
11 H 0.0431 -2.2723 2.9034  0.0528
12 H -1.1779 -2.3520 1.8535  0.1307
13 H -0.6033 -0.3798 3.3827  0.1430
14 H -0.1341 -1.0545 0.1361  0.0942
15 H 0.0099 0.5179 -0.7267  0.1030
16 H -1.3932 -0.3755 -0.2515  0.1320

LUMO energy: -3.44 eV
frontier orbital gap: 10.27 eV
relative energy (zero: lowest compared OMol25 entry of this formula, charge and spin): 138.86 kcal per mole
net charge: +1
largest force on an atom: 4.16 eV/A

=====

DFT (ωB97M-V with the def2-TZVPD basis set) results for C19H26AlCl2Cs2F7I2NO12S2 as an isolated structure in a non-equilibrium geometry.

Last column: Löwdin charge in e.
CARTESIAN COORDINATES (ANGSTROEM)
1 C 3.4264 0.2988 3.3463  -0.0446
2 C 2.5019 -0.7011 2.4161  -0.4682
3 O 1.1394 -0.1978 2.4690  -0.1913
4 C 0.1423 -1.2513 2.2277  -0.2142
5 N -0.9997 -1.1535 3.1897  -0.0504
6 C -1.0260 -2.4779 3.9122  -0.4683
7 O -0.8292 -2.5483 5.1568  0.0666
8 O -1.2176 -3.7418 3.2465  -0.0315
9 F -2.0965 -4.5097 3.9561  -0.0060
10 C -2.2979 -0.8791 2.4977  -0.6550
11 I -3.8847 -1.6410 3.8426  1.0956
12 C -2.6279 0.6700 2.2938  -0.6921
13 C -2.6954 1.5259 3.6662  -0.1885
14 I -1.3560 1.6580 0.8010  1.3131
15 H 4.2594 -0.3832 3.7649  0.0858
16 H 3.9597 1.1017 2.7358  0.0736
17 H 2.7357 0.7065 4.1580  0.1026
18 H 2.9603 -0.7225 1.3296  -0.2296
19 H 2.6432 -1.7666 2.8737  0.1062
20 H -0.2760 -1.0660 1.1618  0.0991
21 H 0.6513 -2.2867 2.1805  0.1325
22 H -2.3487 -1.5122 1.5368  0.0996
23 H -3.6970 0.7138 1.8587  0.0960
24 H -2.3744 2.6093 3.4626  0.0659
25 H -2.1539 1.0378 4.5403  0.0792
26 H -3.8080 1.5876 3.9676  0.0769
27 C 0.9542 6.6174 0.7126  0.0042
28 C 1.9437 7.4381 1.0655  -0.4766
29 C 3.3295 6.9347 1.2772  -0.3633
30 O 4.2181 7.7156 1.5833  0.1049
31 C 3.5717 5.4946 1.1110  0.0831
32 C 2.5770 4.6741 0.7597  -0.2092
33 C 1.1994 5.1883 0.5235  -0.2819
34 O 0.3132 4.4359 0.1893  0.0641
35 O 2.7810 3.3370 0.6038  0.0808
36 O 1.7197 8.7871 1.2477  -0.1420
37 H -0.0620 6.9709 0.5526  0.0890
38 H 4.5785 5.1384 1.2846  0.1383
39 H 1.9097 2.9718 0.3492  0.1000
40 H 2.5890 9.1644 1.4972  0.1098
41 Cs 3.3846 -2.1907 0.3242  1.2500
42 F -1.9596 4.0294 -0.1266  -0.4247
43 C 2.4999 -1.5994 -7.5263  -0.1961
44 C 1.6454 -0.3929 -7.1324  -0.1910
45 C 1.5215 -0.3962 -5.6073  -0.1916
46 S 2.9929 -1.2009 -4.9890  0.6083
47 O 2.6119 -2.4374 -4.3453  -0.3084
48 O 3.8408 -0.2128 -4.3213  -0.4979
49 C 3.6959 -1.5832 -6.5835  -0.2316
50 H 2.8126 -1.5512 -8.5706  0.1327
51 H 1.9254 -2.5206 -7.3872  0.1340
52 H 2.1406 0.5268 -7.4598  0.1272
53 H 0.6627 -0.4220 -7.6066  0.1338
54 H 1.4665 0.6165 -5.2052  0.1178
55 H 0.6569 -0.9749 -5.2768  0.1271
56 H 4.2224 -2.5378 -6.5396  0.1178
57 H 4.3914 -0.7810 -6.8435  0.1186
58 Cs 1.0129 7.7902 3.5968  1.3753
59 C -6.6889 -3.2756 1.1790  -1.0193
60 Cl -8.4178 -2.9412 1.0108  0.4938
61 Cl -5.7397 -2.3321 0.0229  0.5014
62 H -6.3752 -3.0158 2.1887  -0.0175
63 H -6.5127 -4.3362 0.9992  0.0065
64 C -3.2155 -5.6491 -0.3645  -0.6237
65 F -2.2909 -5.4310 0.5945  0.0535
66 F -3.7108 -4.4324 -0.6909  0.0487
67 F -2.5281 -6.0759 -1.4557  0.0873
68 S -4.5378 -6.8421 0.1690  0.4778
69 O -5.1578 -6.2181 1.3360  -0.3245
70 O -3.8282 -8.0789 0.4762  -0.3087
71 O -5.4327 -6.9515 -0.9782  -0.3110
72 F -1.7073 6.4769 0.2954  -0.4483
73 Al 5.7242 -1.5069 -3.4260  1.0753
74 F -1.4592 -3.4907 0.8944  -0.4467

LUMO energy: -6.66 eV
frontier orbital gap: 1.55 eV
net charge: +1
largest force on an atom: 6.41 eV/A

=====

DFT (ωB97M-V with the def2-TZVPD basis set) results for a 2-piece molecular cluster, C9H29BrN4O2P2 overall in a non-equilibrium geometry.

Last column: Löwdin charge in e.
CARTESIAN COORDINATES (ANGSTROEM)
1 N -2.7039 3.4519 3.8468  -0.0071
2 C -2.2555 3.3402 2.4296  -0.2481
3 C -2.2050 1.8681 1.8951  -0.4191
4 O -1.7584 1.8839 0.5192  -0.0945
5 C -3.5763 1.0930 2.0049  -0.3605
6 P -5.0742 2.0585 1.3336  0.4149
7 Br -6.9521 3.0929 0.4504  0.0426
8 H -3.1417 4.3767 3.9019  0.0706
9 H -3.4731 2.8098 4.0430  0.0376
10 H -3.0118 3.8936 1.8017  0.0982
11 H -1.2538 3.8324 2.3237  0.1242
12 H -1.4449 1.2418 2.4447  0.1438
13 H -1.2215 2.6736 0.3789  0.0875
14 H -3.4689 0.1568 1.4038  0.0811
15 H -3.7245 0.8185 3.0804  0.0814
16 H -5.6957 0.8029 1.0095  -0.0146
17 H -5.3728 2.6425 2.6024  -0.0219
18 H -4.2732 2.6737 0.3251  -0.0083
19 O 2.9270 -0.2012 0.4007  -0.3116
20 P 2.7781 -1.0530 -0.8719  0.7579
21 N 1.3097 -0.3161 -1.4032  -0.3458
22 C 0.1314 -0.2786 -0.5469  -0.1236
23 C 1.5396 1.0209 -1.9446  -0.1432
24 N 2.5855 -2.5557 -0.0746  -0.3282
25 C 1.3759 -3.3453 -0.0249  -0.1383
26 C 3.3216 -2.7242 1.1759  -0.1485
27 N 2.8330 -1.9933 -2.4033  -0.2971
28 C 4.1315 -1.8337 -3.0739  -0.1527
29 C 1.7835 -2.0440 -3.4126  -0.1383
30 H -0.7111 0.1667 -1.0808  0.0756
31 H 0.2935 0.2937 0.3705  0.0751
32 H -0.2040 -1.2776 -0.2771  0.0591
33 H 2.3389 0.9957 -2.6951  0.0723
34 H 1.8349 1.7309 -1.1632  0.0784
35 H 0.6464 1.4014 -2.4468  0.0827
36 H 0.6958 -3.0005 0.7628  0.0792
37 H 1.6148 -4.3938 0.1830  0.0811
38 H 0.8377 -3.3534 -0.9719  0.0671
39 H 2.7967 -2.2613 2.0210  0.0803
40 H 4.3137 -2.2779 1.1047  0.0698
41 H 3.4701 -3.7845 1.3998  0.0787
42 H 4.2292 -0.8396 -3.5243  0.0729
43 H 4.2745 -2.5879 -3.8518  0.0777
44 H 4.9461 -1.9600 -2.3520  0.0772
45 H 1.7123 -1.1180 -3.9953  0.0786
46 H 0.8074 -2.2591 -2.9865  0.0674
47 H 1.9937 -2.8613 -4.1125  0.0884

SMILES: CN(C)P(=O)(N(C)C)N(C)C.NC[C@H](O)C[PH3]Br
LUMO energy: -0.57 eV
frontier orbital gap: 7.54 eV
relative energy (zero: lowest compared OMol25 entry of this formula, charge and spin): 46.40 kcal per mole
largest force on an atom: 6.85 eV/A

=====

It is found that the calculated total energy values, taken in the order of the records, are -8224.024; -20148.043; -171186.010; -7732.243; -135787.259; -108474.721 eV.